[1]
The following is a DFT calculation (the ωB97M-V functional and the def2-TZVPD basis) of a 3-piece molecular cluster, C40H60IN5O7P overall in a non-equilibrium geometry.

Cartesian coordinates (Å):
H -2.439 -6.425 -4.554
C -2.598 -2.610 -2.734
C 0.057 2.161 -1.332
C -0.155 7.340 2.146
H 0.843 3.650 10.676
O 1.328 2.720 1.033
N -1.066 0.659 -6.068
H -6.509 -1.225 -2.435
H -0.287 5.567 -1.170
H 3.370 -4.745 -1.606
N 0.847 3.700 0.446
H 0.051 1.419 8.790
C -1.387 -6.163 -4.053
C 2.634 0.801 3.282
H -1.337 -6.769 -3.044
I -3.955 -5.328 -2.130
C 0.916 -2.967 -3.292
H -0.569 6.350 1.966
C -0.869 -8.136 -5.723
H 2.609 3.512 8.802
H 2.670 1.555 2.362
H 1.121 -4.097 -5.742
H 0.445 -1.713 -7.047
N 0.892 -1.973 -6.131
C -2.661 -2.588 0.032
H 3.391 2.871 6.394
C 1.463 1.359 4.286
C -0.018 3.447 9.892
H -1.572 2.854 -4.239
C -0.410 -3.324 -4.240
H 1.629 3.539 6.258
C 0.166 3.465 -0.832
H -1.530 7.782 3.735
C -0.359 4.550 -1.548
H -0.960 2.955 10.428
H 0.385 -3.948 -1.181
H 1.714 0.184 0.806
H 1.929 -2.975 -3.924
H 1.286 2.529 4.146
C 2.379 -0.767 2.769
C 0.920 9.888 2.592
C -0.247 -6.717 -5.091
C -5.717 -2.109 -2.303
C 0.916 7.797 1.375
C 0.450 2.526 8.618
H 1.159 -5.135 -2.478
C 2.713 -3.762 -1.531
C -1.784 -0.263 -5.460
H 0.983 -2.526 1.207
H -0.534 -3.691 -6.546
C -0.696 8.153 3.143
C 2.409 -0.726 1.129
H 2.758 0.460 5.948
C 0.135 -9.428 -5.472
H 3.275 -2.959 -2.204
H -1.390 5.159 -3.342
C 2.063 2.587 8.284
O -0.259 11.432 4.527
C 1.718 -2.062 0.414
H 0.954 0.732 6.526
H -0.434 4.465 9.430
H 1.331 7.162 0.595
H 1.092 -11.799 -5.166
H 1.350 10.875 2.752
O 0.907 4.866 0.863
H 0.456 1.309 -0.784
H 2.539 1.629 8.783
H 1.367 -1.126 3.235
C 2.260 2.603 6.624
H -0.147 2.929 7.669
N -0.740 10.298 4.389
C 1.456 9.065 1.599
N -2.468 -4.124 -3.003
H -0.821 -2.135 -1.232
O -3.926 0.041 -3.075
C -0.159 9.429 3.359
H -1.918 -8.412 -5.282
H 3.281 -1.388 3.193
C -0.573 1.946 -2.559
O -1.760 -3.656 0.578
H -6.235 -3.049 -2.826
H -0.039 -6.038 -6.020
H -2.664 -1.682 0.810
O -2.211 -1.656 -5.100
H 2.291 9.413 0.996
H 0.860 -1.893 -2.813
C 0.828 -10.636 -5.223
H -2.172 -0.827 -1.337
C -1.391 -4.553 -3.790
H -4.877 0.386 -2.977
H 1.928 -2.079 -6.309
H 3.657 0.926 3.846
H -1.573 -4.224 -0.249
H 3.477 -0.471 0.674
C 1.843 1.189 5.905
C 0.247 -3.283 -5.741
H -5.515 -2.375 -1.179
O -1.682 9.849 5.059
H -1.000 -8.034 -6.896
C -1.088 3.025 -3.279
H -0.660 0.937 -2.957
H 3.877 -2.737 0.140
C 2.796 -3.231 0.017
C 1.150 -4.027 -2.062
P -4.167 -1.699 -3.337
H -1.034 -1.069 -3.508
H 0.399 0.865 4.082
C -0.985 4.323 -2.776
H 1.199 -1.668 -0.558
H 2.797 -4.138 0.789
C -1.981 -2.005 -1.341
H 0.789 -6.971 -4.609
H -3.741 -3.027 -0.093
C -1.478 -2.092 -3.865

charge	+1
E_LUMO	-5.1750	eV
HOMO-LUMO gap	5.8	eV



[2]
The following is a DFT calculation (the ωB97M-V functional and the def2-TZVPD basis) of a 6-piece molecular cluster, C40H61F10N4O21 overall in a non-equilibrium geometry.

Cartesian coordinates (Å):
H 1.010 3.067 -0.881
H 2.071 0.128 2.089
O 2.403 2.575 5.875
O -1.262 1.664 -2.976
H 2.803 -2.192 -0.936
H 0.459 3.421 1.477
H -1.313 -2.600 -4.692
C -1.468 -5.363 -0.605
F 0.306 9.215 1.099
H -1.769 -1.017 -1.586
N 1.407 1.014 -0.783
H 3.158 0.444 0.783
O 2.583 6.228 3.451
C 1.980 6.709 2.554
C -1.016 -0.637 -2.274
C 1.326 3.136 5.276
C 3.442 2.473 4.904
H -1.390 0.806 2.104
H 4.611 -0.663 -3.491
C -4.099 -3.934 -1.964
H 3.443 1.472 4.465
F 3.573 -2.774 -3.581
C -2.524 1.856 -2.731
O -5.713 -2.704 1.342
C 3.531 -2.152 -0.124
H 0.559 1.749 1.860
H -6.649 -1.388 3.600
C -5.004 -3.284 2.354
C 4.077 -3.585 0.037
C 2.364 -0.233 1.106
H -10.425 1.799 2.377
H -0.814 -4.227 1.079
O -8.179 2.736 3.710
H 2.135 8.617 0.560
H -7.753 3.194 1.750
O 7.357 1.997 2.216
F 2.035 -1.798 -4.739
O -2.115 0.114 0.250
H 1.327 -1.037 -0.525
O -3.533 -2.660 -2.251
O 6.001 3.785 2.232
H 2.249 -2.352 1.580
F 5.194 -2.888 -5.780
O -5.675 -3.218 3.520
H 8.982 0.898 1.520
H -3.175 -1.496 0.967
O -8.687 0.755 2.793
H 3.807 1.386 -5.034
H -3.725 -5.868 -2.813
C 1.326 2.348 -0.120
F -9.416 4.095 2.400
C 4.110 -0.623 -4.451
H 0.222 -0.221 0.550
H 2.292 2.711 0.225
C -3.194 -2.464 -3.606
C 3.368 -1.945 -4.623
H 7.406 0.463 0.845
C 3.888 -2.689 -5.871
C -3.170 -5.123 -2.243
H -1.692 -1.900 0.128
H 3.403 4.522 4.132
O 0.273 3.279 5.792
C -2.141 -1.188 0.822
O -1.389 -0.828 -3.608
H 1.685 -5.714 0.234
C 3.201 0.609 -4.579
O 3.186 -4.436 0.715
N -0.717 0.782 -2.000
C -1.697 -2.218 -3.751
O 1.534 6.022 1.468
O 1.647 8.024 2.468
C 2.971 -1.635 1.197
O 7.029 3.156 0.319
H -2.882 1.500 1.513
H 5.039 -3.597 0.540
C 0.680 0.961 -1.936
H 0.867 6.742 -0.375
C 2.034 -4.719 -0.034
O -2.771 -5.734 -1.032
C -8.055 1.383 3.814
F 8.120 1.820 -1.137
H -2.487 -4.764 1.194
H -2.286 -4.858 -2.825
H -0.801 -6.203 -0.810
H 4.370 -1.566 -0.483
C 2.756 1.166 -3.206
C 0.737 6.923 0.690
C 0.343 2.430 1.045
H -1.276 2.475 -0.446
H 2.220 -4.725 -1.112
H 2.361 0.438 -5.247
H -3.522 -3.274 -4.256
C -8.618 3.003 2.389
O -7.467 0.824 4.677
C -1.151 2.364 0.627
H -0.096 -1.201 -2.076
N 1.300 1.034 -3.058
C 6.713 3.051 1.651
H -1.219 -2.809 -2.966
C -9.388 1.753 2.042
H 3.028 2.208 -3.070
C 8.027 1.289 1.176
C -1.484 -5.070 0.910
C 3.039 3.531 3.908
O -3.937 -3.787 2.215
F 3.679 -1.955 -6.956
H 4.894 -0.513 -5.190
C -1.897 1.141 1.197
H -3.689 -1.551 -3.943
C 1.269 8.267 1.125
H -7.690 -2.793 3.879
H -9.371 1.527 0.979
N -3.676 1.896 -2.846
H -5.064 -4.011 -2.471
H -1.119 -5.927 1.464
H 3.809 -1.569 1.890
H -1.651 3.220 1.075
H 3.267 0.578 -2.456
O 1.614 3.529 3.995
H -0.315 6.795 0.947
H 0.783 0.976 -3.930
F 3.280 -3.853 -5.991
C -6.848 -2.418 3.303
H 4.197 -3.982 -0.978
C 1.214 -0.154 0.105
F -7.586 -1.444 1.273
F 3.437 3.185 2.654
H 1.203 -4.042 0.189
H 9.071 2.964 0.209
H -1.561 -1.262 1.741
H -1.092 -4.462 -1.095
C 8.174 2.351 0.115
H 4.413 2.660 5.354
H -4.297 -3.947 -0.896
C -7.044 -2.559 1.813
H -7.633 -3.428 1.515

charge	+1
E_LUMO	-3.7128	eV
HOMO-LUMO gap	7.5	eV



[3]
The following is a DFT calculation (the ωB97M-V functional and the def2-TZVPD basis) of a 11-piece molecular cluster, C40H62BO32S7 overall in a non-equilibrium geometry.

Cartesian coordinates (Å):
H 1.118 10.291 -1.098
O 0.519 -10.524 -8.479
C -1.183 5.489 5.202
C 0.526 -16.782 7.060
H 1.241 -11.035 -6.560
H 0.144 6.054 8.325
H 0.838 -17.149 5.045
H 7.458 -11.871 5.552
H 1.106 -17.622 7.411
H -14.140 -3.038 5.111
C 7.868 3.870 -4.084
O -6.575 1.176 -1.450
C -6.202 0.528 -0.216
C -14.649 -2.719 4.201
H 8.325 12.460 3.491
O -4.669 2.073 -0.658
O -14.790 -3.794 1.657
C 0.357 -16.430 5.692
O -5.398 2.916 -2.988
C -2.095 6.507 5.152
H -5.884 -0.477 -0.494
C 0.853 -1.790 -1.414
S -5.847 2.647 -1.646
H 6.287 8.282 5.735
H -1.812 12.685 -0.645
H -15.701 -2.436 4.226
H -0.965 3.145 -10.157
H 7.922 4.901 -3.733
H 7.097 -12.135 3.796
C 0.239 -5.953 0.359
C -0.181 -15.252 5.356
C -0.693 9.682 -2.215
H -0.336 10.015 -0.089
H -14.062 -1.880 3.827
O 9.076 4.613 -7.671
S 7.323 9.421 3.837
H -0.372 3.047 -12.613
H 6.019 11.673 4.528
H 7.149 2.085 -6.829
H 0.853 5.077 -13.475
C -1.453 7.151 7.420
O -12.676 -4.090 3.109
H -0.203 -14.972 4.313
O 0.117 -2.981 -1.397
H 4.706 -11.626 4.300
O 6.415 10.511 2.975
S -2.128 11.800 -2.867
H -1.063 4.814 4.366
C 0.666 4.878 -12.430
O 7.897 8.527 2.855
H -0.379 -8.424 -6.757
H 5.560 7.750 4.139
C -0.092 3.843 -11.938
S 8.031 4.482 -6.662
H -0.896 -13.352 6.065
C 6.859 -11.565 4.694
C -0.524 6.134 7.480
H 5.916 3.457 -6.849
O -3.027 10.767 -3.341
C 6.887 3.084 -7.176
C 0.216 9.693 -0.973
O -1.864 13.036 -3.599
C 0.959 -10.147 -7.126
C 6.190 11.770 3.456
H 6.861 3.508 -4.291
H -9.930 -5.360 4.556
H -0.352 -9.716 -5.542
H -3.025 7.977 6.324
C -2.646 12.253 -1.197
H -10.242 -5.274 2.793
O 8.265 10.128 4.756
H -0.045 4.706 -8.741
O -0.672 11.077 -2.543
H -2.681 6.611 4.251
O -6.525 3.691 -0.898
H 0.584 8.673 -0.868
C 0.883 5.932 -10.293
O -14.755 -5.439 3.674
O 6.859 -9.072 6.903
C 8.488 3.068 -2.978
B 0.147 -3.626 -0.080
S -1.067 -10.911 -8.648
O 7.353 5.705 -6.291
H 8.626 1.998 -3.135
H 0.186 -16.271 9.010
O 1.779 -0.557 0.504
O 0.613 -2.483 0.772
O 5.313 -8.326 5.040
C 7.350 12.783 3.126
H 5.232 -12.717 5.609
H -0.605 -13.926 8.424
H 1.849 -9.519 -7.101
H -3.004 11.325 -0.750
O 8.654 3.765 -5.284
H 9.437 3.503 -2.668
H -12.274 -6.025 3.600
C -1.193 -5.332 0.605
S -14.349 -4.186 2.991
H -7.153 0.456 0.311
C 5.417 -11.763 5.114
H 1.331 6.730 -9.719
H -3.486 12.940 -1.301
H 0.273 4.482 6.371
H 5.329 12.259 3.001
C -12.041 -5.023 3.959
O -1.336 -10.329 -7.095
C -5.126 1.349 0.446
O 0.663 -7.104 0.557
S 6.076 -9.404 5.689
H 7.246 13.778 3.558
C -0.296 3.867 -10.601
C -0.521 -14.332 6.320
C 1.100 5.937 -11.656
O 6.975 -10.196 4.530
O -1.677 -9.997 -9.578
C -0.313 -9.502 -6.610
O -1.253 -12.399 -8.781
H -10.202 -3.847 3.887
C 0.226 4.865 -9.774
H 7.514 12.956 2.062
C -0.407 -14.663 7.661
O -1.238 -4.076 0.243
C 1.154 -1.523 0.065
H -5.533 2.035 1.189
H -4.346 0.775 0.946
H 7.092 3.145 -8.245
H -12.422 -4.881 4.970
O 0.921 -4.852 -0.099
C 0.075 -15.860 8.017
O 5.171 -10.744 6.047
C -10.520 -4.883 3.772
C 5.903 8.578 4.759
H 7.858 3.064 -2.089
O -2.130 -5.960 0.979
H -0.227 9.029 -2.952
O 1.223 -1.119 -2.370
C -0.439 5.294 6.398
H 5.194 9.366 5.013
H 1.616 6.780 -12.091
H -1.784 7.874 8.151
C -2.184 7.301 6.277
H -1.715 9.337 -2.063

charge	-1
E_LUMO	1.3173	eV
HOMO-LUMO gap	8.7	eV



- Among the records above, which one has the lowest E_LUMO?
  C40H60IN5O7P